No. 1
Entry from OMol25: an isolated ion of composition C7H11N2S and charge +1 at a distorted geometry (wB97M-V/def2-TZVPD).

Geometry as XYZ:
```
21
Properties=species:S:1:pos:R:3:forces:R:3:nbo_charge:R:1
C -1.821781 -1.253448 -1.042058 -2.3024 -0.9338 -0.9432 -0.48
N -1.008555 -0.160132 -0.483810 -1.6548 -1.5310 -0.2083 -0.38
C -0.995778 1.046533 -0.951009 -1.0577 0.3927 -0.9956 0.39
N -0.022096 1.726256 -0.480345 0.4973 -0.8066 1.2339 -0.48
C 0.719857 1.017122 0.599472 0.0979 1.3213 -1.6526 -0.11
C 2.176217 1.120659 0.188584 -0.2502 -0.0244 -0.0784 -0.26
C 2.542317 0.052929 -0.539962 0.0743 1.3755 1.6415 -0.33
S 1.483607 -1.271862 -0.519486 -1.5553 -1.0991 0.4105 0.28
C 0.084411 -0.343321 0.474388 1.7114 -0.9617 -1.0811 0.09
C -0.383088 -1.034650 1.730550 1.1697 -1.2372 -0.4536 -0.66
H -1.655616 -1.511601 -2.161135 0.3761 0.3619 2.1904 0.25
H -1.893752 -2.110601 -0.367192 1.5456 -0.2627 -0.2599 0.26
H -2.959047 -1.178453 -0.958005 1.2355 1.4895 -0.3237 0.25
H -1.726415 1.465761 -1.643849 0.2349 -0.3676 0.0258 0.25
H 0.161878 2.652702 -0.614156 0.2111 2.8404 -0.7563 0.43
H 0.450435 1.553336 1.474456 0.0133 0.1786 1.2581 0.23
H 2.656203 2.109796 0.333288 0.0423 -1.0768 -0.1987 0.25
H 3.490603 -0.129004 -0.978231 0.7254 0.1230 -0.4779 0.26
H -0.084710 -2.082718 1.518021 -0.9723 0.1640 0.6048 0.25
H -1.475361 -0.884870 1.816829 0.7180 -0.1952 0.5610 0.24
H 0.260679 -0.784438 2.603655 -0.8601 0.2492 -0.4969 0.26
```
Positions in Å, forces in eV/Å.

2S+1: 1
SMILES string: CN1C=[NH+][C@@H]2C=CS[C@@]21C
Energy relative to the best compared isomer or geometry (same formula, charge and spin), kcal per mole: 25.79
Frontier orbital gap, hartree: 0.3296
Total charge: +1
Electronic energy, eV: -21244.9859


No. 2
Entry from OMol25: C24H24AgF5N5OS2Si as an isolated structure (wB97M-V/def2-TZVPD).

Geometry as XYZ:
```
63
Properties=species:S:1:pos:R:3:forces:R:3:nbo_charge:R:1
Ag 0.545429 0.664087 -0.873078 0.0768 0.2978 -0.2664 0.76
C -0.960332 1.117048 -5.447302 -0.0460 -0.1069 0.0111 -1.13
Si -1.040060 1.766768 -3.668755 0.0704 0.0801 -0.0388 1.81
C -2.500183 2.980233 -3.590418 -0.0615 -0.0742 0.1100 -1.13
C 0.477805 2.832082 -3.431093 0.0273 0.0177 -0.0205 -1.13
N -1.054712 0.506884 -2.498429 -0.1123 -0.0064 0.0386 -1.23
C -2.033063 -0.444273 -2.480022 0.0935 0.2597 -0.0377 0.14
C -3.188731 -0.435103 -3.306462 0.1262 0.0626 0.0913 -0.30
C -4.174217 -1.406879 -3.264152 0.0566 -0.0586 0.0280 -0.20
C -4.065287 -2.476097 -2.390703 0.0238 0.0405 -0.0133 -0.30
C -2.938159 -2.546179 -1.576471 0.1993 0.0344 0.0952 -0.29
C -1.963885 -1.563931 -1.613403 0.0370 -0.1869 0.0538 0.29
O -0.782640 -1.656177 -0.858700 -0.1089 -0.0130 0.0011 -0.54
C -0.743342 -2.508570 0.213098 -0.3024 -0.1179 -0.0373 0.29
C 0.057117 -3.636252 0.132638 0.0665 -0.0333 -0.0469 -0.21
C 0.137517 -4.503028 1.214111 0.0321 0.0401 0.0555 -0.22
C -0.576700 -4.241533 2.375462 -0.0822 0.0994 -0.0496 -0.25
C -1.361101 -3.095388 2.454532 -0.1764 -0.1867 -0.2338 -0.20
C -1.447313 -2.227584 1.377357 -0.3892 -0.2352 -0.1456 -0.27
H -1.243692 1.894525 -6.163837 0.0309 -0.0217 0.0186 0.22
H -1.619953 0.258411 -5.600398 0.0300 0.0498 -0.0170 0.23
H 0.057910 0.794233 -5.684463 -0.0394 0.0120 0.0341 0.23
H -2.576410 3.543984 -4.525821 0.0226 0.0005 0.0378 0.22
H -2.351371 3.698457 -2.777714 0.0152 -0.0484 -0.0303 0.23
H -3.459244 2.488659 -3.414644 0.0056 0.0230 -0.0152 0.23
H 0.478006 3.680766 -4.125729 -0.0640 -0.0865 0.0171 0.22
H 1.393272 2.262705 -3.603007 0.0381 0.0298 0.0592 0.24
H 0.526559 3.235820 -2.417109 0.0579 0.0019 -0.0055 0.24
H -3.303117 0.382318 -4.002195 -0.0388 0.0490 -0.0517 0.20
H -5.027720 -1.331252 -3.929460 0.0160 0.0388 0.0224 0.19
H -4.820894 -3.249360 -2.341276 0.0122 0.0043 -0.0074 0.20
H -2.821330 -3.396399 -0.919797 0.0789 -0.0265 0.1322 0.21
H 0.604505 -3.815895 -0.784927 -0.0274 -0.0198 0.0352 0.22
H 0.756240 -5.389664 1.145887 -0.0032 0.0168 -0.0041 0.21
H -0.528429 -4.926510 3.213302 0.0252 -0.0076 -0.0007 0.20
H -1.911714 -2.875601 3.361853 -0.0436 -0.0082 -0.0126 0.21
H -2.058761 -1.333533 1.419400 -0.0038 -0.0087 -0.0484 0.24
C 0.367445 -2.005499 5.152302 0.0266 0.0357 -0.0098 -0.66
C -0.266459 -0.832096 4.506093 0.1309 -0.1203 -0.1539 0.36
N -1.129527 -0.026583 5.034810 -0.0625 0.0846 -0.0831 -0.28
N -1.379332 0.873881 4.035973 -0.1592 0.0936 0.1710 -0.39
C -0.676356 0.670179 2.903903 -0.0931 0.1904 0.1571 0.21
S -0.736128 1.579482 1.502944 0.1178 -0.2414 0.0010 -0.28
N 0.041490 -0.441147 3.225644 0.1780 0.0210 0.1003 -0.23
N 0.896566 -1.148481 2.390269 0.4408 -0.0746 0.2114 -0.62
H -0.093365 -2.175929 6.121595 -0.0162 0.0253 0.0090 0.24
H 1.436187 -1.830543 5.292201 -0.0122 -0.0268 0.0137 0.23
H 0.248374 -2.884900 4.518417 0.0635 0.0530 0.0429 0.25
H -2.023454 1.628825 4.179794 -0.0326 0.0272 -0.0294 0.42
H 0.844905 -0.706371 1.476831 -0.0090 0.0890 -0.1411 0.40
H 1.840877 -1.022754 2.730031 0.2105 0.2729 -0.0545 0.38
F 6.294739 3.833687 3.263311 0.0206 0.0375 0.0677 -0.30
C 5.501015 3.324223 2.310413 0.0008 -0.0165 -0.0387 0.23
C 4.750256 2.192731 2.541993 -0.0473 -0.0510 0.0397 0.29
F 4.805650 1.587378 3.741243 0.0015 -0.0058 0.0192 -0.32
C 3.952833 1.673074 1.540341 -0.0274 -0.0517 -0.0765 0.29
F 3.279184 0.550826 1.837699 -0.1583 -0.2380 0.0970 -0.33
C 3.844780 2.220278 0.263985 0.0816 0.2274 0.1346 -0.25
S 2.933646 1.567886 -1.057509 -0.2968 -0.3367 -0.1201 -0.45
C 4.618578 3.377228 0.080877 -0.0998 -0.0476 -0.0302 0.31
F 4.594477 4.012972 -1.094740 0.0431 0.0404 -0.0431 -0.30
C 5.425286 3.914156 1.063103 0.0460 0.0727 -0.0199 0.26
F 6.146332 5.019720 0.820202 0.0098 0.0281 -0.0225 -0.30
```
Positions in Å, forces in eV/Å.

2S+1: 1
Frontier orbital gap, hartree: 0.2340
Total charge: -1
Electronic energy, eV: -81912.6773


No. 3
Entry from OMol25: one molecule with the formula C26H29N3O4 (wB97M-V/def2-TZVPD).

Geometry as XYZ:
```
62
Properties=species:S:1:pos:R:3:forces:R:3:nbo_charge:R:1
C 0.293529 5.934564 -1.047962 0.1475 -0.0679 -0.1404 -0.61
C 1.582090 5.314278 -1.572789 -0.0051 -0.1510 0.1242 -0.40
C 2.009418 4.017983 -0.863161 0.1413 0.4660 0.0954 -0.02
C 2.186051 4.181588 0.642546 -0.0651 0.0027 -0.1388 -0.63
N 1.113403 2.910812 -1.204964 0.2883 0.0872 0.0126 -0.44
C 1.440984 2.123406 -2.374553 -0.0139 -0.3127 -0.3213 -0.31
C 1.403792 0.634069 -2.041650 0.2497 0.4190 -0.3168 0.69
O 2.272274 -0.142771 -2.382570 0.1993 -0.1342 -0.0822 -0.61
N 0.308547 0.298137 -1.338218 -0.1540 -0.3516 0.2486 -0.43
C 0.160846 -1.092409 -0.926528 0.1918 -0.4237 -0.0797 -0.10
C 0.839483 -1.369597 0.402445 0.0588 -0.2777 -0.2015 -0.12
C 1.194856 -0.365045 1.286397 0.0465 -0.2824 0.0109 -0.19
C 1.811571 -0.652984 2.486478 0.1037 -0.1527 0.2450 -0.22
C 2.087889 -1.973747 2.827055 -0.0953 0.3014 -0.1411 0.32
O 2.700846 -2.165713 4.027038 -0.0944 0.2440 -0.1445 -0.49
C 3.020829 -3.475265 4.426453 0.0473 -0.2040 0.0587 -0.25
C 1.736066 -2.996464 1.951870 0.0918 -0.3658 0.1110 -0.41
C 1.113432 -2.697742 0.746945 -0.0290 0.4476 0.0619 0.40
O 0.731348 -3.645651 -0.164271 0.0107 0.3545 0.0015 -0.53
C 1.081452 -4.988283 0.070029 0.0552 -0.2775 0.0479 -0.25
C -1.288348 -1.415816 -0.842642 -0.3285 0.5529 -0.0193 0.24
N -1.872503 -2.620824 -1.114569 0.2692 -0.1908 -0.0800 -0.53
C -3.218699 -2.503533 -0.903536 -0.4723 0.2998 0.1032 0.12
C -4.233678 -3.441457 -1.034816 -0.0088 -0.0969 -0.0170 -0.23
C -5.523060 -3.032653 -0.767886 0.0161 -0.1415 -0.0328 -0.22
C -5.803440 -1.720108 -0.378350 -0.1840 0.1291 0.0506 -0.24
C -4.804370 -0.782839 -0.243643 0.0360 -0.0541 -0.0221 -0.21
C -3.489826 -1.166516 -0.506490 0.0650 -0.4107 -0.0724 -0.02
C -2.230830 -0.502055 -0.472434 0.5051 -0.1706 -0.2374 -0.14
C -1.818007 0.886557 -0.136996 0.1601 -0.1181 -0.0180 -0.41
C -0.693451 1.324183 -1.085417 -0.4238 0.5044 0.1542 -0.11
C -0.003439 2.585538 -0.525682 -0.2966 -0.3967 -0.2321 0.69
O -0.462323 3.183743 0.425470 -0.1800 0.1798 0.2190 -0.63
H 0.016426 6.786127 -1.665794 -0.0495 0.0866 -0.0081 0.21
H 0.418335 6.280461 -0.026351 -0.0714 0.0381 0.1296 0.21
H -0.520266 5.216045 -1.064721 -0.1274 -0.0155 0.0310 0.22
H 1.469091 5.094480 -2.638088 0.0909 0.0290 -0.0424 0.20
H 2.396655 6.034785 -1.471208 0.0722 -0.0056 -0.0772 0.20
H 2.988192 3.736372 -1.273664 -0.1792 -0.0047 0.0532 0.20
H 2.900601 4.978848 0.831163 0.1268 0.0669 0.0112 0.21
H 2.572152 3.258731 1.070346 0.0437 -0.0679 0.0909 0.21
H 1.245418 4.417267 1.126572 0.0637 0.0416 0.0679 0.25
H 2.441128 2.372330 -2.728783 -0.1462 -0.0724 0.0830 0.24
H 0.728923 2.317777 -3.190289 0.1262 -0.0346 -0.0123 0.21
H 0.658647 -1.705866 -1.689917 -0.1417 0.1659 0.1160 0.26
H 0.999088 0.665236 1.034900 -0.0079 0.1335 -0.0357 0.22
H 2.089363 0.129046 3.173560 0.0397 0.1062 0.0955 0.22
H 3.717017 -3.951559 3.728043 -0.0379 0.0123 0.0173 0.17
H 2.124808 -4.096357 4.530165 0.0344 0.0195 -0.0192 0.17
H 3.501454 -3.376851 5.398525 -0.0298 -0.0625 -0.0682 0.20
H 1.946218 -4.021012 2.208131 0.0221 -0.0984 0.0296 0.22
H 2.163428 -5.109860 0.176750 -0.0415 0.0195 0.0064 0.18
H 0.577634 -5.387481 0.956659 0.0404 0.0341 -0.0329 0.18
H 0.748062 -5.540023 -0.808343 0.0401 -0.0072 0.0788 0.20
H -1.367367 -3.460516 -1.339644 -0.0421 0.0718 0.0690 0.42
H -4.017817 -4.456118 -1.336470 -0.0106 -0.1070 -0.0339 0.21
H -6.335237 -3.738488 -0.860979 -0.0479 -0.0657 -0.0118 0.21
H -6.828306 -1.442606 -0.179586 -0.0748 0.0338 0.0200 0.21
H -5.027678 0.228818 0.060545 -0.0526 0.1040 0.0406 0.21
H -2.645030 1.590491 -0.227564 0.0924 0.0411 0.0319 0.24
H -1.457529 0.937786 0.894648 -0.0567 0.1307 -0.0484 0.23
H -1.150143 1.598752 -2.052202 -0.0078 -0.0007 0.1711 0.21
```
Positions in Å, forces in eV/Å.

2S+1: 1
SMILES string: CC[C@@H](C)N1CC(=O)N2[C@@H](c3ccc(OC)cc3OC)c3[nH]c4ccccc4c3C[C@H]2C1=O
Energy relative to the best compared isomer or geometry (same formula, charge and spin), kcal per mole: 25.18
Frontier orbital gap, hartree: 0.2996
Electronic energy, eV: -40094.0438


No. 4
Entry from OMol25: C30H30NNiO as an isolated structure at a distorted geometry (wB97M-V/def2-TZVPD).

Geometry as XYZ:
```
63
Properties=species:S:1:pos:R:3:forces:R:3:nbo_charge:R:1
C -0.823298 -0.457080 1.312150 -0.5581 -0.8456 -0.6432 -0.39
C -2.143149 -0.398027 0.768670 0.6826 -0.8786 0.4422 -0.27
C -2.322355 -1.499735 -0.096598 0.4443 -0.0502 0.3355 -0.30
H -2.907078 0.322863 1.033822 0.1207 -0.0422 0.0218 0.21
C -1.096681 -2.183127 -0.233758 0.0905 0.2552 1.4637 -0.31
C -0.126567 -1.571293 0.658808 -2.0453 -1.0539 0.2354 -0.52
H -0.928928 -3.036855 -0.879962 0.1023 0.0633 0.1825 0.19
C 0.606422 2.756313 0.471775 -0.3323 0.2325 -0.3568 -0.23
C -0.707255 3.213397 0.442392 0.6157 -0.1646 -0.1426 -0.32
C -1.353709 2.703695 -0.727333 0.7840 -0.0814 -0.5007 -0.31
H -1.179982 3.896124 1.145027 0.1492 -0.3397 0.0974 0.19
C -0.421712 1.983459 -1.479726 0.2071 0.9972 1.1187 -0.08
C 0.857881 1.929415 -0.700658 -1.5701 1.5533 -1.1165 -0.58
H -3.279156 -1.838716 -0.467911 0.0593 0.2492 -0.5561 0.19
H 0.791215 -2.026913 1.019010 -0.2240 0.0242 -0.1170 0.26
H -0.460936 0.047442 2.201077 -0.0850 0.1592 -0.4132 0.24
H 1.847196 1.675110 -1.116758 -0.3773 0.5973 0.0530 0.24
H -2.403331 2.852321 -0.982029 0.3307 -0.0391 0.0782 0.20
H 1.339184 2.916759 1.258860 -0.2303 0.0658 -0.2312 0.22
Ni 0.652317 0.067023 -0.198790 -0.0500 -0.2259 -0.3456 1.18
C -0.690105 1.315311 -2.801543 0.1300 -0.2594 0.0648 -0.07
C 0.421696 1.751077 -3.772460 -0.1068 0.2767 -0.2200 -0.61
C -2.094595 1.660633 -3.323472 0.0207 0.3035 -0.1371 -0.60
H 0.435186 2.849999 -3.824497 -0.0329 -0.2706 0.0435 0.22
H 0.250803 1.382358 -4.788757 0.0159 -0.1495 -0.0165 0.19
H 1.420338 1.432982 -3.439920 -0.3836 0.0235 -0.0338 0.22
H -2.199860 2.744880 -3.432862 -0.0197 -0.0826 -0.0085 0.21
H -2.871998 1.313571 -2.622111 0.3437 0.0779 -0.2157 0.22
H -2.288377 1.203551 -4.306332 0.1512 0.0038 0.2199 0.19
C -0.715800 -0.222581 -2.511159 0.1487 -0.4614 0.4036 -0.54
C 0.385983 -1.051722 -3.124236 0.8499 0.5479 1.6274 0.74
H -1.691906 -0.663535 -2.788009 0.7096 0.3890 0.4001 0.26
H -0.623273 -0.316665 -1.397565 -0.7553 -0.2781 -1.3609 0.23
O 1.536258 -1.053921 -2.648889 -2.0866 -0.1112 -1.6163 -0.59
N -0.065592 -1.806836 -4.236177 0.9225 -0.1284 -0.9105 -0.69
C -0.674685 -3.101761 -3.871450 0.4456 0.0440 0.4883 -0.24
H 0.721550 -1.971883 -4.866017 -0.1048 -0.1239 0.3663 0.38
C -2.127470 -3.062245 -3.475183 -0.2768 -0.0848 0.1118 -0.03
C -2.550995 -4.101335 -2.638560 -0.0514 0.2985 -0.2219 -0.20
H -1.809565 -4.839212 -2.310140 -0.3745 0.2627 -0.0147 0.21
C -3.875092 -4.175838 -2.233218 0.0513 -0.1057 -0.2306 -0.20
H -4.178862 -4.989674 -1.585637 -0.0924 0.1067 0.0401 0.21
C -4.797666 -3.235163 -2.687894 0.1799 0.1264 0.0267 -0.23
H -5.832497 -3.294366 -2.363211 0.1124 0.0249 -0.0879 0.21
C -4.380821 -2.204977 -3.528734 0.4576 0.0173 -0.1868 -0.20
H -5.089866 -1.473623 -3.901710 -0.0157 -0.0446 0.1305 0.21
C -3.038732 -2.098017 -3.924155 -0.1239 -0.6730 0.0303 -0.22
H -2.690297 -1.300679 -4.592439 -0.2331 -0.3380 0.3395 0.23
H -0.084900 -3.504608 -3.021674 -0.3852 -0.1632 -0.3664 0.20
H -0.575627 -3.819960 -4.701208 0.1603 0.4640 0.0846 0.21
C 1.864527 0.266614 1.160299 2.6406 0.2010 3.2563 -0.33
C 2.322318 0.487273 2.291189 -1.2023 -0.6949 -2.2425 -0.27
C 2.792694 0.768719 3.587818 0.1137 0.2824 0.3228 -0.07
C 4.182131 0.821940 3.754832 0.0300 0.1739 0.5313 -0.20
C 4.716451 1.180470 4.987676 -0.1785 -0.1499 0.0465 -0.21
C 3.873322 1.436374 6.078429 -0.0269 0.2306 -0.2859 -0.26
C 2.481997 1.412513 5.900732 0.1427 -0.1746 -0.1238 -0.20
C 1.930292 1.069402 4.668050 0.4855 -0.0466 -0.2121 -0.21
H 4.796042 0.587044 2.882804 -0.0637 0.1745 0.3821 0.22
H 5.796403 1.271470 5.081143 -0.1413 -0.0948 0.1676 0.20
H 4.302947 1.697768 7.047133 -0.1540 -0.0283 -0.2625 0.20
H 1.819879 1.676694 6.724526 0.1680 -0.1289 -0.0890 0.20
H 0.850622 1.032558 4.494301 0.4155 0.0872 0.1539 0.22
```
Positions in Å, forces in eV/Å.

⟨S²⟩: 2.024
2S+1: 3
Frontier orbital gap (alpha / beta), hartree: 0.2223 / 0.2377
Total charge: -1
Electronic energy, eV: -76173.5765